1.
Entry from the OMol25 dataset: a structure of composition C4H7ClS at a distorted geometry (ωB97M-V with the def2-TZVPD basis set).

Last column: Mulliken charge in e.
Element x y z (Å)
C -0.45 -1.46 0.65  -0.6347
C 0.91 -0.70 0.40  -0.6742
C -0.05 1.74 0.14  -0.3185
C -0.48 1.66 -1.10  -0.0366
H -1.10 -1.13 1.56  0.2697
H 0.17 -2.49 0.61  0.2562
H -1.11 -1.52 -0.56  0.1641
H 1.00 -0.80 -0.65  0.3793
H 1.69 -1.28 1.01  0.3220
H -0.63 2.47 0.86  0.2725
H -1.51 1.98 -1.60  0.2606
S 1.33 0.93 0.91  -0.0942
Cl 0.24 0.62 -2.22  -0.1664

Properties
E_tot = -1014.8661 Ha
M = 122.62 g/mol
highest occupied orbital energy = -8.75 eV
frontier orbital gap = 9.50 eV
ΔE to the lowest compared entry with this formula, charge and spin = 64.5 kcal per mole



2.
Entry from the OMol25 dataset: a structure of composition C24H35FeN2O at a distorted geometry (ωB97M-V with the def2-TZVPD basis set).

Last column: Mulliken charge in e.
Element x y z (Å)
C 2.00 2.75 -1.02  -1.1712
H 2.15 3.40 -0.14  0.3855
H 2.65 3.12 -1.83  0.3833
H 2.37 1.77 -0.77  0.3012
C 0.55 2.72 -1.51  0.9910
H 0.32 1.79 -2.13  -0.2391
H -0.16 2.69 -0.65  0.2951
C 0.23 3.91 -2.43  -1.4070
H -0.85 4.03 -2.60  0.3895
H 0.65 4.88 -2.08  0.3863
H 0.66 3.75 -3.44  0.3471
C -0.42 -1.95 -2.26  1.0742
C -0.84 -1.11 -3.34  0.6036
C 0.33 -0.72 -4.07  0.6165
C 1.47 -1.32 -3.45  0.4588
C 1.01 -2.09 -2.33  0.8049
C 1.88 -2.81 -1.36  -1.5323
C 2.89 -1.08 -3.81  -1.3585
C 0.41 0.18 -5.25  -1.3957
C -2.25 -0.75 -3.66  -1.6393
C -1.26 -2.62 -1.26  -1.5165
Fe 0.48 0.02 -2.01  0.2181
H 3.53 -1.30 -2.95  0.3178
H 3.21 -1.71 -4.65  0.3459
H 3.02 -0.03 -4.08  0.3033
H 2.85 -2.30 -1.30  0.3779
H 1.43 -2.79 -0.36  0.3192
H 2.06 -3.85 -1.65  0.3056
H -2.12 -2.00 -0.99  0.4691
H -1.62 -3.59 -1.62  0.3403
H -0.67 -2.79 -0.36  0.1431
H -2.31 0.23 -4.13  0.4020
H -2.70 -1.47 -4.35  0.3546
H -2.86 -0.74 -2.76  0.3567
H 1.26 0.85 -5.13  0.3018
H 0.57 -0.40 -6.18  0.3468
H -0.50 0.78 -5.37  0.3337
C 0.10 0.42 5.44  -0.8963
N 0.35 0.57 4.02  0.0237
N -0.51 0.16 3.07  0.3648
C 0.03 0.36 1.79  0.6494
O -0.54 0.05 0.72  -0.6639
C 1.30 0.97 2.08  -0.9101
C 1.46 1.07 3.44  0.6403
C 2.57 1.63 4.24  -1.7738
C -1.76 -0.43 3.36  0.1629
C -2.64 0.16 4.27  -0.1107
C -3.85 -0.47 4.58  -0.7962
C -4.19 -1.66 3.92  -0.3904
C -3.33 -2.23 2.96  -0.7708
C -2.11 -1.60 2.68  -0.0567
H -0.68 1.13 5.77  0.2920
H 1.03 0.66 5.97  0.3677
H -0.20 -0.62 5.69  0.3619
H 1.99 1.26 1.31  0.3462
H 2.28 2.49 4.86  0.3882
H 3.03 0.88 4.90  0.3894
H 3.36 1.98 3.57  0.3474
H -2.38 1.11 4.74  0.5608
H -4.50 -0.03 5.33  0.4044
H -5.13 -2.16 4.17  0.3911
H -3.61 -3.15 2.44  0.3759
H -1.44 -2.01 1.93  0.2895

Properties
E_tot = -2383.3065 Ha
M = 423.40 g/mol
net charge = +2
multiplicity = 6
highest occupied orbital energy (spin up / spin down) = -13.19 / -13.17 eV
frontier orbital gap (spin up / spin down) = 6.45 / 4.29 eV
ΔE to the lowest compared entry with this formula, charge and spin = 0.0 kcal per mole



3.
Entry from the OMol25 dataset: a structure of composition C27H12Br5Cl5N3O2Rb (ωB97M-V with the def2-TZVPD basis set).

Last column: Mulliken charge in e.
Element x y z (Å)
Rb -0.80 0.09 1.46  0.8550
C 0.87 2.86 -2.93  -0.7581
C 0.82 1.99 -4.00  -0.4600
C 0.35 0.70 -3.80  -0.8661
C -0.05 0.33 -2.52  0.3720
N 0.00 1.17 -1.47  0.3005
C 0.45 2.40 -1.69  -0.0025
C -0.57 -1.04 -2.23  0.6002
C -1.48 -1.65 -3.08  -0.8301
C -1.98 -2.90 -2.73  -0.5650
C -1.54 -3.49 -1.56  -0.6653
C -0.60 -2.80 -0.79  -0.4152
N -0.13 -1.60 -1.09  0.0614
H 1.23 3.87 -3.05  0.3995
H 1.14 2.30 -4.99  0.3917
H 0.31 -0.02 -4.60  0.4596
H 0.48 3.04 -0.81  0.0686
H -1.82 -1.13 -3.97  0.4374
H -2.73 -3.38 -3.34  0.4276
H -1.92 -4.43 -1.21  0.4131
H -0.27 -3.23 0.15  0.6297
Cl -1.73 3.69 1.49  -0.2343
C -0.08 4.30 1.70  1.3868
C 0.94 3.37 1.70  -1.6335
C 2.20 3.92 1.83  0.9429
Cl 3.60 2.82 1.83  -0.1958
C 2.46 5.28 1.95  -0.5757
Cl 4.08 5.91 2.09  -0.2128
C 1.38 6.17 1.95  0.6798
Cl 1.66 7.87 2.10  -0.2346
C 0.09 5.67 1.83  -0.6077
Cl -1.25 6.77 1.83  -0.2139
Br -4.17 -6.77 0.51  -0.2034
C -3.97 -4.89 0.77  0.0616
C -4.98 -4.02 0.43  0.1595
Br -6.61 -4.67 -0.30  -0.2437
C -4.80 -2.63 0.64  -0.0105
Br -6.13 -1.39 0.08  -0.2298
C -3.63 -2.06 1.17  0.2301
O -3.44 -0.82 1.30  -0.8899
C -2.55 -3.01 1.58  0.4583
O -1.46 -2.55 2.05  -0.8475
C -2.78 -4.37 1.34  -0.3101
Br -1.32 -5.54 1.76  -0.1619
Br 2.28 -0.81 4.43  -0.1857
C 3.02 -0.67 2.68  0.1026
C 4.40 -0.63 2.55  -0.3944
C 4.90 -0.51 1.26  -0.3974
C 4.02 -0.45 0.20  -0.6752
C 2.66 -0.50 0.46  0.0201
N 2.16 -0.61 1.69  0.0184
H 5.04 -0.68 3.42  0.3937
H 5.97 -0.47 1.10  0.3683
H 4.37 -0.35 -0.82  0.3690
H 1.92 -0.47 -0.34  0.4128

Properties
E_tot = -16546.0697 Ha
M = 1072.67 g/mol
net charge = -2
highest occupied orbital energy = -0.78 eV
frontier orbital gap = 4.34 eV
ΔE to the lowest compared entry with this formula, charge and spin = 0.0 kcal per mole



4.
Entry from the OMol25 dataset: the ion C7H13N2 with charge +1 at a distorted geometry (ωB97M-V with the def2-TZVPD basis set).

Last column: Mulliken charge in e.
Element x y z (Å)
C 2.10 1.95 1.61  -0.3350
C -0.08 0.51 -1.19  -0.6808
C 0.54 -0.86 -0.87  0.3449
C 0.53 0.20 1.41  -0.4245
C -1.02 0.33 0.01  0.4929
C 0.29 -2.05 -1.69  -1.2789
C -2.34 0.58 0.38  -1.3021
N 1.43 1.15 0.93  -0.1722
N -0.19 -0.81 0.46  -0.0038
H 2.80 2.55 1.00  0.2671
H 2.15 1.83 2.65  0.2520
H 0.57 1.42 -1.10  0.2280
H -0.55 0.60 -2.20  0.4096
H 1.64 -0.72 -0.64  0.3622
H 0.27 0.31 2.45  0.4657
H 0.90 -2.98 -1.28  0.3287
H 0.30 -1.98 -2.77  0.3489
H -0.74 -2.50 -1.41  0.3218
H -2.84 -0.17 1.02  0.3494
H -2.90 0.81 -0.56  0.3573
H -2.35 1.54 0.97  0.3107
H -0.50 -1.71 0.80  0.3580

Properties
E_tot = -383.5963 Ha
M = 125.19 g/mol
net charge = +1
highest occupied orbital energy (spin up / spin down) = -12.41 / -12.41 eV
frontier orbital gap (spin up / spin down) = 8.18 / 8.19 eV
ΔE to the lowest compared entry with this formula, charge and spin = 138.6 kcal per mole



5.
Entry from the OMol25 dataset: a structure of composition C9H18N7OTi at a distorted geometry (ωB97M-V with the def2-TZVPD basis set).

Last column: Mulliken charge in e.
Element x y z (Å)
Ti -0.62 0.18 0.34  0.1757
N -1.03 -1.96 0.69  -0.3424
C 0.25 -2.73 0.55  -0.7106
C 1.41 -1.84 0.95  -0.5223
N 1.39 -0.55 0.18  0.0650
C 2.22 0.49 0.85  -0.6103
C 1.93 1.87 0.29  -0.8620
N 0.44 2.09 0.22  -0.3091
C 1.82 -0.78 -1.24  -0.6966
C 0.95 -0.02 -2.24  -0.7567
N -0.47 -0.11 -1.83  -0.3732
H -1.38 -2.07 1.64  0.3014
H -1.76 -2.37 0.11  0.3052
H 0.34 -3.05 -0.49  0.3492
H 0.25 -3.63 1.16  0.5036
H 2.37 -2.35 0.81  0.4174
H 1.34 -1.59 2.01  0.3895
H 3.28 0.26 0.74  0.4815
H 2.00 0.46 1.92  0.4176
H 2.34 1.99 -0.71  0.3068
H 2.40 2.63 0.92  0.5188
H 0.21 2.66 -0.59  0.3107
H 0.14 2.67 1.01  0.3296
H 1.75 -1.84 -1.45  0.4474
H 2.87 -0.50 -1.36  0.3975
H 1.11 -0.41 -3.24  0.4890
H 1.21 1.04 -2.28  0.2938
H -0.85 -1.02 -2.11  0.2435
H -1.04 0.56 -2.34  0.3352
N -2.38 0.80 0.16  -0.4728
C -3.52 1.20 0.00  0.5631
N -4.65 1.51 -0.22  -0.3102
C -5.73 2.25 -0.20  0.3996
N -6.70 2.88 -0.20  -0.3043
O -1.09 0.78 3.50  -0.0994
C -0.81 0.50 2.45  0.3289

Properties
E_tot = -1661.2249 Ha
M = 288.16 g/mol
net charge = +2
multiplicity = 2
highest occupied orbital energy (spin up / spin down) = -14.79 / -15.55 eV
frontier orbital gap (spin up / spin down) = 6.54 / 7.55 eV
ΔE to the lowest compared entry with this formula, charge and spin = 17.8 kcal per mole



6.
Entry from the OMol25 dataset: a cluster of 2 separate species, C3H12N3 in total at a distorted geometry (ωB97M-V with the def2-TZVPD basis set).

Last column: Mulliken charge in e.
Element x y z (Å)
C 1.37 -0.16 1.24  -1.2951
C 1.01 0.47 -1.26  -1.5456
C 0.65 -0.27 -0.06  1.1913
N -1.15 1.30 0.89  -0.6890
N -0.32 -1.19 -0.16  0.2408
N -1.10 -1.39 -1.24  -0.7053
H 1.46 -1.15 1.59  0.3973
H 0.85 0.45 1.99  0.2491
H 2.35 0.24 1.13  0.3935
H 1.09 -0.20 -2.10  0.4712
H 1.86 1.07 -1.14  0.4327
H 0.11 1.14 -1.65  0.2973
H -1.06 1.04 1.89  0.2574
H -1.91 0.81 0.43  0.2459
H -0.44 -1.91 0.57  0.2817
H -1.37 -0.54 -1.73  0.2259
H -1.92 -2.01 -1.21  0.3028
H -1.48 2.30 0.81  0.2482

Properties
E_tot = -285.4730 Ha
M = 90.15 g/mol
net charge = +1
highest occupied orbital energy = -13.85 eV
frontier orbital gap = 10.00 eV
ΔE to the lowest compared entry with this formula, charge and spin = 58.0 kcal per mole



7.
Entry from the OMol25 dataset: a structure of composition C11H24BeN2O11 at a distorted geometry (ωB97M-V with the def2-TZVPD basis set).

Last column: Mulliken charge in e.
Element x y z (Å)
Be -5.46 19.04 40.29  1.1810
C -4.77 19.40 37.43  0.6158
O -5.80 19.83 37.88  -0.5741
O -4.78 18.82 36.38  -0.8003
O -3.96 18.86 38.25  -0.7151
O -9.95 19.82 41.28  -0.4611
C -9.14 19.84 40.24  0.4913
O -7.91 19.72 40.30  -0.4918
O -9.61 19.88 39.09  -0.7516
H -10.67 20.13 40.72  0.2453
O -7.26 15.07 39.36  -0.5799
C -6.82 16.32 39.46  0.7094
O -7.18 17.21 38.71  -0.5539
O -5.94 16.50 40.33  -0.7623
H -6.97 14.95 40.27  0.2901
C -2.89 16.91 43.92  -1.6487
C -3.99 17.59 43.06  0.5948
C -4.71 18.71 43.82  -0.8790
O -5.79 19.07 42.95  0.1295
C -6.86 19.72 43.64  -0.8383
N -3.46 18.22 41.83  -0.0862
H -2.35 16.16 43.33  0.4536
H -3.38 16.26 44.65  0.4435
H -2.17 17.58 44.38  0.2639
H -4.80 16.86 42.94  0.1847
H -4.12 19.62 43.90  0.1257
H -5.06 18.45 44.82  0.5172
H -7.82 19.74 43.12  0.1192
H -6.68 20.80 43.71  0.2847
H -7.08 19.19 44.57  0.3775
H -2.63 17.67 41.63  0.2724
H -3.01 19.06 42.15  0.0465
C -3.96 22.64 39.13  -2.0974
C -3.75 21.65 40.30  1.4393
C -2.68 22.09 41.40  -1.3359
O -2.43 20.97 42.30  -0.3020
C -1.14 21.11 42.98  -0.8813
N -5.04 21.55 40.94  -0.3720
H -4.22 23.62 39.53  0.5000
H -4.90 22.36 38.66  0.4847
H -3.17 22.68 38.38  0.3883
H -3.57 20.70 39.79  -0.0098
H -3.11 22.94 41.92  0.3317
H -1.80 22.55 40.93  0.4873
H -0.94 20.20 43.54  0.2208
H -1.18 21.92 43.72  0.3270
H -0.35 21.31 42.26  0.3275
H -5.18 21.77 41.92  0.1681
H -5.70 22.02 40.33  0.1200

Properties
E_tot = -1385.2634 Ha
M = 369.33 g/mol
net charge = -2
highest occupied orbital energy = 0.89 eV
frontier orbital gap = 2.95 eV
ΔE to the lowest compared entry with this formula, charge and spin = 0.0 kcal per mole



8.
Entry from the OMol25 dataset: the molecule C17H25N5O3 (ωB97M-V with the def2-TZVPD basis set).

Last column: Mulliken charge in e.
Element x y z (Å)
C 5.19 -1.54 2.35  -1.1942
C 4.07 -0.62 1.89  -0.3248
C 2.81 -0.71 2.76  -0.6163
C 2.11 -2.07 2.69  -1.3066
N 1.69 -2.40 1.33  0.1035
C 2.40 -3.37 0.65  0.4952
O 3.32 -3.98 1.14  -0.6369
N 1.98 -3.58 -0.63  -0.0780
C 0.93 -2.98 -1.32  0.5506
O 0.77 -3.28 -2.48  -0.7241
C 0.15 -2.04 -0.53  0.1135
C -1.00 -1.42 -1.05  0.0794
C -1.48 -1.69 -2.44  -1.1917
C -0.85 -0.71 -3.43  -0.9519
N -1.68 -0.57 -0.30  -0.1454
C -2.79 0.27 -0.62  -1.1443
C -2.39 1.74 -0.47  0.0208
C -3.58 2.67 -0.74  -1.0845
N -3.20 4.05 -0.63  0.2396
C -3.08 4.77 0.52  -0.2010
C -2.64 6.01 0.15  -0.5038
N -2.47 6.06 -1.20  -0.6415
C -2.81 4.88 -1.63  0.0058
C 0.57 -1.75 0.83  1.1957
O -0.01 -0.96 1.58  -0.8524
H 4.92 -2.58 2.20  0.2883
H 5.40 -1.38 3.41  0.3074
H 6.10 -1.34 1.79  0.3557
H 3.82 -0.84 0.85  0.1997
H 4.42 0.42 1.92  0.3897
H 3.08 -0.53 3.80  0.4217
H 2.10 0.06 2.45  0.3462
H 1.22 -2.05 3.32  0.3705
H 2.78 -2.87 3.01  0.5700
H 2.51 -4.26 -1.16  0.2539
H -2.57 -1.62 -2.48  0.5270
H -1.19 -2.70 -2.74  0.4713
H -1.04 0.33 -3.15  0.2147
H -1.25 -0.88 -4.43  0.3523
H 0.23 -0.86 -3.47  0.3358
H -1.26 -0.45 0.65  0.3954
H -3.61 0.05 0.08  0.3086
H -3.15 0.09 -1.63  0.3154
H -2.02 1.92 0.54  0.3712
H -1.59 1.98 -1.17  0.2105
H -3.97 2.50 -1.75  0.3345
H -4.38 2.46 -0.02  0.3260
H -3.33 4.36 1.48  0.3805
H -2.43 6.86 0.76  0.4025
H -2.80 4.58 -2.66  0.3445

Properties
E_tot = -1162.3878 Ha
M = 347.42 g/mol
highest occupied orbital energy = -8.93 eV
frontier orbital gap = 9.32 eV
ΔE to the lowest compared entry with this formula, charge and spin = 5.7 kcal per mole



9.
Entry from the OMol25 dataset: a structure of composition C5H6N2O3ReS4 at a distorted geometry (ωB97M-V with the def2-TZVPD basis set).

Last column: Mulliken charge in e.
Element x y z (Å)
Re -0.14 0.31 0.41  0.8468
C 1.05 -3.79 -2.73  -0.8076
O 0.08 -3.05 -1.95  -0.2806
C 0.36 -1.96 -1.35  0.9911
O -0.53 -1.39 -0.66  -0.6168
N 1.58 -1.40 -1.44  0.0202
N 1.78 -0.20 -0.73  -0.7737
H 0.53 -4.68 -3.07  0.2446
H 1.90 -4.08 -2.11  0.4010
H 1.37 -3.21 -3.60  0.3962
H 2.34 -1.79 -1.98  0.2565
H 2.01 0.56 -1.37  0.3420
H 2.56 -0.30 -0.09  0.3431
O -3.20 5.15 4.17  -0.2890
C -2.69 4.31 3.53  0.5377
S -2.62 4.34 1.71  0.0347
C -1.69 2.92 1.58  0.3090
C -1.29 2.27 2.75  0.2815
S -0.37 0.80 2.63  -0.1206
S -1.77 2.91 4.25  0.0357
S -1.23 2.28 0.03  -0.1516

Properties
E_tot = -2199.7115 Ha
M = 456.59 g/mol
net charge = +2
multiplicity = 2
highest occupied orbital energy (spin up / spin down) = -15.65 / -16.21 eV
frontier orbital gap (spin up / spin down) = 6.41 / 6.27 eV



10.
Entry from the OMol25 dataset: a cluster of 2 separate species, C2H6N2O2S in total at a distorted geometry (ωB97M-V with the def2-TZVPD basis set).

Last column: Mulliken charge in e.
Element x y z (Å)
C -1.19 0.93 -0.33  0.3673
C -0.29 1.28 0.66  -0.3513
N -1.96 0.58 -1.11  -0.5822
N 0.54 0.17 1.22  -0.6586
O -0.99 -1.42 -2.82  -0.3521
O 0.96 -1.50 -1.21  -0.3065
S 0.48 -0.89 -2.62  -0.0523
H -1.01 1.63 1.39  0.2918
H 0.37 2.10 0.33  0.2899
H -1.75 -1.09 -2.33  0.4501
H 1.07 -2.48 -1.30  0.2688
H -0.08 -0.55 1.44  0.2911
H 0.89 -0.40 0.38  0.3440

Properties
E_tot = -737.7701 Ha
M = 122.15 g/mol
multiplicity = 3
highest occupied orbital energy (spin up / spin down) = -4.60 / -10.76 eV
frontier orbital gap (spin up / spin down) = 5.30 / 8.73 eV
ΔE to the lowest compared entry with this formula, charge and spin = 79.3 kcal per mole